Record 1
This record from the Open Molecules 2025 dataset describes a structure of composition C30H24F6IrN3O6S2Te. The level of theory is ωB97M-V/def2-TZVPD.

```
73
Properties=species:S:1:pos:R:3
Ir -0.34 0.07 0.52
Te -2.11 -0.12 2.34
S 2.30 1.55 -1.12
S 3.79 2.48 1.01
F 0.79 1.86 -3.22
F 4.63 4.29 -0.73
F 5.94 3.97 0.96
F 2.17 3.49 -2.86
F 0.38 3.30 -1.65
F 5.85 2.52 -0.64
O 0.58 0.76 2.21
O 4.27 1.14 1.19
O 1.35 0.47 -0.79
O 3.52 3.31 2.14
O -1.47 1.80 0.28
O 3.41 1.08 -1.89
N 2.55 2.56 0.01
N -1.04 -0.64 -1.23
N 0.60 -1.68 0.65
C -2.18 1.36 -2.00
C -1.19 -1.38 4.92
C -2.82 1.89 -3.14
C 3.18 0.22 4.62
C -6.09 -1.81 1.88
C -1.65 0.03 -2.14
C 2.15 -1.11 2.41
C -3.18 3.96 -2.01
C -0.35 -3.60 5.25
C -0.27 -1.85 -1.61
C -3.32 3.16 -3.16
C -3.78 -1.17 1.60
C -2.55 3.48 -0.89
C -2.02 2.17 -0.84
C -6.01 -2.58 0.73
C 3.25 -1.62 3.12
C 1.65 -1.93 1.34
C -0.58 -3.90 3.91
C -4.82 -2.64 0.01
C 2.11 0.75 3.95
C -1.10 -2.93 3.07
C 1.35 2.63 -2.27
C -4.98 -1.10 2.32
C 1.57 0.13 2.81
C 5.13 3.37 0.09
C -0.66 -2.35 5.76
C -1.40 -1.67 3.58
C 3.77 -0.98 4.21
C -3.71 -1.93 0.45
C 0.07 -2.61 -0.35
H -0.48 -2.12 6.80
H 0.77 -3.43 -0.55
H -4.77 -3.23 -0.89
H -1.41 -0.39 5.31
H -0.34 -4.88 3.53
H 3.69 -2.55 2.78
H -2.91 1.26 -4.02
H 3.58 0.75 5.48
H 0.07 -4.36 5.91
H -1.75 -0.43 -3.12
H -0.84 -2.47 -2.31
H -7.01 -1.75 2.44
H 4.62 -1.39 4.74
H -0.84 -3.05 0.06
H 2.17 -2.86 1.16
H 0.65 -1.51 -2.09
H -1.28 -3.16 2.03
H -2.43 4.10 -0.01
H 1.68 1.70 4.24
H -2.79 -1.96 -0.13
H -5.04 -0.49 3.21
H -3.56 4.97 -2.01
H -6.88 -3.13 0.39
H -3.81 3.55 -4.04
```

As for the total charge: 0. The value obtained for the energy above the lowest of the compared OMol25 structures with the same formula, charge and spin is 39.1 kJ/mol.

***

Record 2
This record from the Open Molecules 2025 dataset describes a structure of composition C30H24IInN7O8S at a distorted geometry. The level of theory is ωB97M-V/def2-TZVPD.

```
72
Properties=species:S:1:pos:R:3
I 3.01 1.27 -1.80
In 0.83 0.27 0.16
S -0.38 -1.72 1.29
O -4.53 -1.01 -6.36
O -0.23 1.54 -1.45
O -0.27 -0.64 -1.75
O -3.74 -2.33 -4.85
O 1.29 1.42 1.80
O -3.29 4.40 -3.68
O 5.82 -0.56 3.55
O -4.28 3.78 -5.49
N -3.89 -1.24 -5.37
N -2.75 -0.64 0.34
N -2.34 -2.69 -0.26
N -1.48 1.23 0.86
N 1.84 1.38 5.29
N 2.97 -0.59 0.74
N -3.60 3.59 -4.51
C -3.81 1.30 1.35
C -3.26 -0.11 -4.70
C -1.37 2.50 1.24
C 5.16 -2.50 -2.27
C -2.45 3.23 1.71
C 4.61 -1.25 -2.50
C -0.01 2.32 4.11
C -2.14 2.01 -3.34
C -2.67 0.66 0.88
C -1.70 0.72 -3.08
C -3.69 1.17 -5.00
C -3.81 -1.07 -0.43
C 4.22 -2.54 -0.06
C 3.56 0.06 4.31
C 3.68 -1.27 -0.25
C -3.69 2.61 1.79
C -1.84 -1.64 0.41
C -3.55 -2.35 -0.79
C -1.67 -3.95 -0.44
C -0.65 0.52 -2.04
C 1.81 1.02 2.92
C 1.26 1.55 4.14
C -3.13 2.22 -4.29
C 3.45 -0.56 1.94
C 4.95 -3.15 -1.06
C 3.87 -0.66 -1.49
C 2.93 0.16 3.04
C 2.98 0.70 5.38
C 4.83 -0.73 4.54
C -2.28 -0.35 -3.75
H -4.76 0.79 1.39
H -0.29 2.56 5.14
H 0.10 3.23 3.53
H 6.21 0.32 3.61
H 5.23 -0.45 5.53
H -0.37 2.91 1.16
H -2.30 -4.61 -1.04
H -0.72 -3.79 -0.95
H -1.47 -4.41 0.53
H -4.63 -0.43 -0.67
H 5.75 -2.97 -3.04
H -0.79 1.71 3.65
H 4.61 -1.80 4.56
H -4.12 -3.02 -1.40
H -2.32 4.25 2.03
H -4.54 3.13 2.17
H -1.95 -1.36 -3.54
H 3.41 0.68 6.38
H 4.40 -1.09 2.12
H 4.05 -3.04 0.88
H -4.45 1.35 -5.75
H -1.72 2.84 -2.79
H 4.75 -0.75 -3.44
H 5.35 -4.14 -0.90
```

As for the total charge: +1. The value obtained for the energy above the lowest of the compared OMol25 structures with the same formula, charge and spin is 31.4 kJ/mol.

***

| no. | LUMO (hartree) |
| --- | --- |
| 1 | -0.0068 |
| 2 | -0.1156 |